1.
# C60H149N2O38P9

A 11-piece molecular cluster, C60H149N2O38P9 overall at a distorted geometry (ωB97M-V/def2-TZVPD, the OMol25 dataset).

Structure (ORCA input):
```
! RIJCOSX wB97M-V def2-TZVPD def2/J DEFGRID3
* xyz 0 1
C -8.90 2.20 3.01
C -8.70 0.72 3.26
O -8.00 0.42 2.08
P -7.52 -1.16 1.91
O -7.29 -1.86 3.21
O -6.26 -1.04 0.95
C -4.87 -1.16 1.26
C -4.15 -1.58 -0.02
O -8.52 -1.87 0.86
C -9.15 -1.16 -0.19
C -8.57 -1.62 -1.53
H -8.00 2.78 3.23
H -9.06 2.43 1.95
H -9.72 2.64 3.58
H -8.19 0.81 4.21
H -9.67 0.23 3.18
H -4.71 -0.10 1.43
H -4.43 -1.70 2.09
H -3.10 -1.83 0.15
H -4.76 -2.40 -0.39
H -4.41 -0.85 -0.78
H -10.20 -1.37 0.01
H -9.10 -0.09 -0.01
H -8.74 -2.68 -1.71
H -8.93 -1.02 -2.36
H -7.48 -1.52 -1.58
C 5.32 -3.76 1.82
C 6.02 -5.07 2.16
O 6.80 -5.02 3.26
P 6.24 -5.81 4.54
O 4.81 -5.62 4.90
O 6.73 -7.36 4.25
C 5.80 -8.39 4.48
C 6.57 -9.72 4.25
O 7.22 -5.44 5.77
C 8.67 -5.38 5.49
C 9.29 -6.60 6.19
H 4.80 -3.80 0.86
H 4.68 -3.43 2.65
H 6.10 -3.01 1.69
H 5.23 -5.80 2.35
H 6.61 -5.45 1.32
H 5.49 -8.27 5.52
H 5.02 -8.23 3.74
H 6.87 -9.91 3.22
H 7.55 -9.53 4.68
H 6.04 -10.51 4.78
H 9.02 -5.26 4.47
H 8.97 -4.53 6.10
H 8.84 -7.53 5.85
H 10.37 -6.47 6.12
H 9.16 -6.55 7.27
C 0.12 -4.66 4.17
C 0.24 -4.54 2.66
O -0.81 -4.93 1.74
P -2.31 -4.60 2.26
O -2.51 -3.13 2.62
O -3.25 -5.14 0.94
C -2.78 -4.92 -0.40
C -2.33 -6.12 -1.17
O -2.69 -5.75 3.36
C -3.92 -5.63 4.02
C -5.09 -6.45 3.29
H -0.23 -5.66 4.41
H 1.04 -4.82 4.73
H -0.50 -3.92 4.68
H 0.51 -3.50 2.47
H 1.09 -5.08 2.25
H -3.69 -4.56 -0.89
H -2.14 -4.05 -0.53
H -1.30 -6.45 -1.10
H -2.86 -7.00 -0.81
H -2.62 -5.92 -2.20
H -3.65 -6.12 4.96
H -4.29 -4.63 4.23
H -5.10 -7.54 3.29
H -6.00 -6.11 3.78
H -5.19 -6.25 2.23
C 7.20 -1.30 -0.08
C 6.09 -0.27 0.01
O 5.66 0.13 1.34
P 4.67 1.37 1.54
O 3.92 1.71 0.35
O 3.86 0.94 2.86
C 3.40 -0.44 3.04
C 2.11 -0.24 3.84
O 5.64 2.52 2.08
C 6.59 3.18 1.22
C 6.95 4.41 2.06
H 8.06 -1.13 0.57
H 6.81 -2.32 -0.02
H 7.60 -1.24 -1.09
H 6.40 0.61 -0.55
H 5.17 -0.63 -0.45
H 3.09 -0.81 2.06
H 4.12 -1.11 3.51
H 1.41 0.38 3.28
H 1.67 -1.11 4.34
H 2.35 0.41 4.68
H 7.39 2.49 0.96
H 6.13 3.55 0.31
H 7.70 4.90 1.45
H 6.14 5.10 2.29
H 7.34 4.12 3.04
C 0.34 -3.79 -7.14
C 1.23 -2.90 -6.24
O 1.17 -3.24 -4.95
P 2.44 -3.84 -4.22
O 3.38 -2.72 -3.80
O 3.08 -5.00 -5.19
C 4.42 -5.45 -4.94
C 4.41 -6.40 -3.64
O 1.73 -4.69 -2.98
C 1.10 -3.88 -1.91
C 2.31 -3.57 -0.94
H 0.39 -4.86 -6.94
H -0.71 -3.52 -7.01
H 0.53 -3.75 -8.21
H 2.21 -2.99 -6.72
H 1.00 -1.88 -6.52
H 4.80 -6.16 -5.67
H 5.06 -4.57 -4.90
H 4.21 -5.80 -2.75
H 3.58 -7.10 -3.68
H 5.22 -7.11 -3.51
H 0.75 -2.90 -2.22
H 0.34 -4.47 -1.40
H 2.83 -4.45 -0.55
H 3.03 -2.86 -1.34
H 1.89 -2.96 -0.15
C -3.60 1.02 -9.81
C -2.94 2.01 -8.76
O -3.33 1.80 -7.49
P -3.09 0.44 -6.71
O -2.97 -0.80 -7.56
O -1.75 0.82 -5.82
C -1.13 -0.08 -4.94
C -1.92 -0.16 -3.66
O -4.22 0.30 -5.56
C -5.59 0.11 -5.73
C -6.29 -1.01 -4.98
H -4.58 0.68 -9.48
H -3.53 1.28 -10.87
H -3.08 0.06 -9.71
H -1.88 1.78 -8.85
H -3.12 2.94 -9.29
H -0.75 -0.98 -5.43
H -0.21 0.40 -4.60
H -1.42 -0.66 -2.83
H -2.34 0.73 -3.20
H -2.87 -0.66 -3.82
H -6.08 1.02 -5.38
H -5.78 0.16 -6.80
H -7.30 -1.09 -5.38
H -5.93 -2.04 -5.00
H -6.43 -0.64 -3.97
C -3.12 3.35 -3.76
C -2.29 3.44 -2.47
O -3.07 3.98 -1.34
P -3.55 2.97 -0.18
O -2.37 2.31 0.48
O -4.65 3.86 0.70
C -4.28 4.57 1.82
C -5.49 4.67 2.74
O -4.55 2.11 -1.10
C -5.77 2.64 -1.54
C -6.75 2.28 -0.40
H -2.67 2.66 -4.47
H -4.12 3.03 -3.45
H -3.27 4.32 -4.23
H -1.77 2.50 -2.28
H -1.46 4.12 -2.66
H -3.54 4.07 2.44
H -3.71 5.41 1.41
H -5.81 3.68 3.07
H -5.32 5.30 3.61
H -6.33 5.13 2.21
H -5.74 3.70 -1.79
H -6.05 2.04 -2.40
H -6.42 1.30 -0.06
H -6.79 2.98 0.43
H -7.79 2.17 -0.70
C 4.66 6.02 -3.53
C 3.14 5.81 -3.26
O 2.57 6.88 -2.44
P 0.98 6.73 -2.28
O 0.43 5.73 -3.22
O 0.65 6.37 -0.68
C 1.41 6.77 0.43
C 0.74 5.98 1.59
O 0.38 8.25 -2.49
C 0.37 9.16 -1.44
C 1.71 9.92 -1.30
H 4.93 5.67 -4.52
H 4.88 7.09 -3.63
H 5.28 5.67 -2.71
H 2.64 5.89 -4.22
H 2.93 4.84 -2.81
H 2.42 6.39 0.27
H 1.43 7.84 0.66
H 1.19 6.22 2.55
H -0.25 6.31 1.90
H 0.76 4.92 1.32
H -0.44 9.87 -1.63
H 0.03 8.64 -0.54
H 1.54 10.65 -0.51
H 2.65 9.40 -1.11
H 1.89 10.60 -2.13
C -2.20 1.30 4.43
C -1.09 2.22 3.88
O -1.25 3.62 4.20
P -0.97 4.14 5.73
O -1.02 5.62 5.96
O 0.40 3.40 6.13
C 1.64 4.17 6.17
C 2.27 3.79 4.70
O -2.04 3.32 6.63
C -3.43 3.64 6.56
C -3.88 4.81 7.51
H -2.19 0.32 3.94
H -2.14 1.30 5.52
H -3.19 1.51 4.03
H -0.07 2.07 4.26
H -0.95 2.16 2.80
H 1.42 5.22 6.39
H 2.16 3.75 7.03
H 1.44 3.71 4.00
H 2.86 4.68 4.49
H 2.85 2.89 4.89
H -3.91 3.70 5.59
H -3.94 2.77 6.98
H -3.38 5.66 7.06
H -4.92 5.12 7.36
H -3.76 4.82 8.59
C 3.36 2.14 -4.34
N 4.78 1.63 -4.24
C 5.19 0.56 -3.43
C 5.73 2.28 -4.92
O 6.94 2.08 -4.90
H 2.81 1.23 -4.56
H 3.21 2.87 -5.14
H 3.16 2.42 -3.31
H 6.26 0.38 -3.32
H 4.79 0.82 -2.45
H 4.81 -0.41 -3.77
H 5.35 3.09 -5.56
C 0.62 2.07 -0.12
N 0.72 0.69 -0.27
C 1.55 0.27 -1.38
C -0.05 -0.15 0.49
O -0.15 -1.31 0.32
H 0.61 2.56 0.86
H -0.20 2.45 -0.73
H 1.57 2.43 -0.51
H 1.12 -0.65 -1.78
H 1.36 1.02 -2.15
H 2.62 0.16 -1.23
H -0.70 0.29 1.27
*
```

## Properties
LUMO	0.48	eV
SMILES	CCOP(=O)(OCC)OCC.CCOP(=O)(OCC)OCC.CCOP(=O)(OCC)OCC.CCOP(=O)(OCC)OCC.CCOP(=O)(OCC)OCC.CCOP(=O)(OCC)OCC.CCOP(=O)(OCC)OCC.CCOP(=O)(OCC)OCC.CCOP(=O)(OCC)OCC.CN(C)C=O.CN(C)C=O

Atom charges from the Mulliken analysis, given in e for atoms 1 to 2: atom 1 (C): -1.009, atom 2 (C): -0.138

***

2.
# C60H150N10O20

A 10-piece molecular cluster, C60H150N10O20 overall at a distorted geometry (ωB97M-V/def2-TZVPD, the OMol25 dataset).

Structure (ORCA input):
```
! RIJCOSX wB97M-V def2-TZVPD def2/J DEFGRID3
* xyz 0 1
C 16.24 6.40 4.00
O 15.19 7.32 3.91
C 14.48 7.28 2.71
C 13.56 8.46 2.54
N 12.45 8.63 3.49
C 11.30 7.80 3.22
C 10.35 7.99 4.53
O 10.88 7.14 5.63
C 10.88 5.73 5.23
H 15.83 5.39 3.98
H 16.69 6.50 4.98
H 17.00 6.55 3.23
H 13.84 6.40 2.62
H 15.16 7.36 1.86
H 13.11 8.28 1.57
H 14.19 9.35 2.55
H 12.80 8.63 4.43
H 11.56 6.77 2.98
H 10.90 8.26 2.31
H 9.37 7.56 4.34
H 10.22 8.99 4.96
H 10.99 5.23 6.20
H 11.78 5.42 4.70
H 9.97 5.41 4.72
C -5.97 6.15 -3.80
O -4.74 6.07 -3.22
C -4.37 4.79 -2.52
C -4.82 4.99 -1.07
N -5.00 3.63 -0.40
C -5.33 3.66 1.07
C -5.65 2.25 1.52
O -6.66 1.76 0.59
C -7.15 0.49 0.92
H -6.83 5.63 -3.37
H -5.98 5.91 -4.86
H -6.33 7.18 -3.93
H -3.29 4.74 -2.64
H -4.75 3.91 -3.04
H -5.62 5.71 -0.92
H -3.95 5.32 -0.51
H -5.63 2.96 -0.81
H -6.26 4.22 1.19
H -4.49 4.15 1.55
H -5.99 2.35 2.55
H -4.81 1.56 1.49
H -6.45 -0.32 1.14
H -7.84 0.23 0.12
H -7.70 0.79 1.81
C 0.66 6.31 7.90
O -0.63 6.57 7.46
C -1.64 5.81 8.16
C -2.87 5.57 7.34
N -3.66 6.73 7.08
C -3.08 7.87 6.27
C -4.20 8.64 5.56
O -4.74 8.10 4.34
C -6.12 8.30 4.10
H 0.99 6.21 8.94
H 1.20 7.18 7.55
H 0.86 5.33 7.46
H -1.80 6.12 9.20
H -1.34 4.76 8.10
H -3.52 4.88 7.87
H -2.54 5.26 6.35
H -4.59 6.49 6.77
H -2.42 7.50 5.48
H -2.52 8.57 6.89
H -3.91 9.67 5.38
H -4.94 8.76 6.35
H -6.24 8.40 3.02
H -6.60 9.16 4.56
H -6.77 7.48 4.43
C 11.05 7.14 -9.57
O 11.22 5.99 -8.72
C 11.86 6.24 -7.50
C 12.73 5.07 -7.07
N 11.95 4.00 -6.45
C 11.53 4.49 -5.13
C 11.23 3.34 -4.10
O 10.63 4.05 -3.02
C 10.35 3.22 -1.93
H 10.55 7.99 -9.11
H 10.47 6.83 -10.44
H 12.05 7.37 -9.93
H 11.21 6.49 -6.67
H 12.58 7.06 -7.53
H 13.47 5.43 -6.35
H 13.31 4.81 -7.96
H 11.22 3.66 -7.06
H 10.66 5.12 -5.32
H 12.27 5.16 -4.68
H 11.97 2.63 -3.73
H 10.54 2.73 -4.69
H 9.78 2.41 -2.39
H 9.93 3.73 -1.07
H 11.21 2.68 -1.55
C 0.45 9.75 2.35
O 0.14 10.19 1.01
C -1.06 11.03 0.98
C -1.42 11.54 -0.36
N -2.12 12.81 -0.54
C -3.54 12.62 -0.20
C -4.17 13.94 -0.64
O -5.62 14.01 -0.56
C -6.11 15.34 -0.99
H 0.80 10.54 3.02
H 1.29 9.08 2.17
H -0.38 9.13 2.68
H -0.87 11.87 1.65
H -1.90 10.44 1.34
H -2.13 10.81 -0.73
H -0.44 11.63 -0.83
H -1.93 13.33 -1.39
H -3.71 12.61 0.87
H -4.05 11.74 -0.62
H -3.89 14.14 -1.67
H -3.73 14.76 -0.08
H -7.19 15.40 -1.11
H -5.58 15.88 -1.77
H -5.94 16.09 -0.22
C 5.39 -4.86 7.93
O 5.15 -3.54 8.41
C 5.28 -3.47 9.87
C 4.30 -4.33 10.69
N 2.96 -3.82 10.86
C 2.19 -3.85 9.59
C 0.75 -3.44 9.77
O 0.05 -3.80 8.65
C -1.34 -3.56 8.71
H 5.12 -4.64 6.89
H 4.78 -5.62 8.40
H 6.46 -5.07 7.82
H 5.24 -2.40 10.10
H 6.29 -3.84 10.05
H 4.75 -4.18 11.67
H 4.46 -5.40 10.58
H 2.41 -4.26 11.59
H 2.14 -4.85 9.16
H 2.62 -3.13 8.89
H 0.72 -2.38 10.05
H 0.40 -4.11 10.55
H -1.68 -3.54 7.68
H -1.56 -2.59 9.16
H -1.70 -4.47 9.19
C -11.24 -10.70 -3.94
O -10.74 -9.93 -5.01
C -10.40 -10.63 -6.22
C -11.68 -10.96 -7.05
N -11.47 -11.48 -8.44
C -10.50 -12.56 -8.48
C -10.52 -13.20 -9.81
O -11.82 -13.71 -10.11
C -11.98 -14.40 -11.39
H -12.25 -11.03 -4.18
H -11.26 -10.21 -2.97
H -10.86 -11.69 -3.70
H -9.91 -11.60 -6.13
H -9.73 -9.95 -6.73
H -12.52 -10.27 -7.12
H -12.12 -11.78 -6.48
H -12.38 -11.86 -8.70
H -10.53 -13.41 -7.80
H -9.47 -12.22 -8.39
H -9.72 -13.93 -9.94
H -10.29 -12.50 -10.61
H -11.44 -13.95 -12.23
H -13.01 -14.41 -11.74
H -11.59 -15.42 -11.39
C -5.38 -14.06 0.58
O -6.12 -15.02 -0.17
C -5.76 -16.36 0.00
C -6.47 -17.32 -1.03
N -6.03 -17.06 -2.42
C -6.85 -17.71 -3.39
C -6.18 -17.44 -4.75
O -6.33 -16.08 -5.15
C -5.21 -15.66 -5.93
H -4.62 -14.52 1.21
H -6.15 -13.66 1.24
H -5.02 -13.22 -0.02
H -5.98 -16.92 0.91
H -4.70 -16.39 -0.26
H -7.56 -17.39 -1.00
H -6.12 -18.34 -0.87
H -6.02 -16.05 -2.53
H -7.89 -17.37 -3.34
H -6.89 -18.79 -3.26
H -6.51 -18.09 -5.56
H -5.12 -17.67 -4.65
H -5.06 -14.65 -6.32
H -5.08 -16.22 -6.86
H -4.36 -15.70 -5.26
C 0.73 -0.86 -9.54
O -0.12 -0.51 -8.46
C 0.53 0.41 -7.67
C -0.22 0.67 -6.35
N 0.62 1.34 -5.36
C 0.49 1.00 -4.05
C 1.39 1.97 -3.18
O 2.73 2.05 -3.51
C 3.39 2.99 -2.69
H 0.36 -1.70 -10.13
H 1.80 -0.98 -9.37
H 0.77 -0.13 -10.35
H 0.65 1.32 -8.24
H 1.50 0.03 -7.33
H -0.52 -0.36 -6.16
H -1.08 1.29 -6.59
H 1.59 1.46 -5.61
H 0.87 0.00 -3.86
H -0.52 1.11 -3.67
H 1.24 1.43 -2.24
H 0.99 2.96 -2.94
H 4.41 3.19 -3.03
H 3.37 2.76 -1.62
H 2.98 3.96 -2.95
C 2.82 -0.79 3.85
O 1.99 -1.51 3.02
C 2.52 -2.83 2.80
C 1.59 -3.99 3.28
N 0.46 -4.29 2.39
C -0.66 -5.04 2.92
C -1.65 -5.16 1.83
O -2.75 -5.84 2.38
C -3.77 -6.10 1.44
H 3.82 -0.78 3.42
H 2.79 -1.10 4.90
H 2.39 0.21 3.82
H 3.54 -3.06 3.12
H 2.63 -2.85 1.72
H 1.21 -3.61 4.23
H 2.22 -4.88 3.27
H 0.09 -3.40 2.08
H -1.15 -4.39 3.65
H -0.48 -5.97 3.46
H -1.30 -5.69 0.94
H -1.88 -4.15 1.49
H -3.39 -6.43 0.47
H -4.31 -5.17 1.26
H -4.43 -6.88 1.82
*
```

## Properties
LUMO	0.52	eV
SMILES	COCCNCCOC.COCCNCCOC.COCCNCCOC.COCCNCCOC.COCCNCCOC.COCCNCCOC.COCCNCCOC.COCCNCCOC.COCCNCCOC.COCCNCCOC

Atom charges from the Mulliken analysis, given in e for atoms 1 to 2: atom 1 (C): -0.760, atom 2 (O): -0.316

***

no.,Kohn-Sham gap (eV),calculated total energy (eV)
1,9.253,-229037.102
2,8.819,-120478.967